Record 1
Computed, not measured: a cluster of 9 separate species, C46H89ClN4O14P in total in a non-equilibrium geometry, with the ωB97M-V functional and the def2-TZVPD basis.

As for the highest occupied orbital energy: -10.56 eV. The value obtained for the HOMO-LUMO gap is 6.902 eV. Its charge is +1.

Structure (XYZ):
```
155
C46H89ClN4O14P | the Open Molecules 2025 dataset | the ωB97M-V functional and the def2-TZVPD basis
C 2.316 -6.254 0.519
C 1.643 -6.021 -0.937
C 0.043 -6.156 -0.927
C -0.749 -4.823 -0.496
N -0.002 -3.548 -0.780
C -0.551 -2.448 0.022
C -1.745 -1.641 -0.625
C -2.308 -2.024 -2.089
O -3.288 -2.816 -2.175
O -1.755 -1.526 -3.301
P -2.913 -0.567 -4.154
O -2.674 -0.788 -5.843
Cl -2.289 1.441 -3.758
C -2.349 -0.502 0.254
C -3.565 0.347 -0.367
N -4.886 0.054 0.265
C -5.112 -1.402 0.495
C -1.767 -0.221 1.688
C -2.515 0.958 2.497
N -1.805 2.231 2.139
C -2.761 3.344 1.850
N -0.656 -0.996 2.246
C -0.211 -0.673 3.629
C 0.495 0.761 3.791
O 1.072 1.287 2.577
C 1.760 2.507 2.966
C 2.855 3.009 1.907
C -0.057 -2.073 1.458
O 0.979 -2.806 2.074
C 2.203 -2.802 1.287
C 2.673 -1.362 0.762
O 2.643 -1.222 -0.693
C 3.977 -1.067 -1.233
C 4.624 0.396 -0.983
H 1.708 -5.807 1.382
H 2.559 -7.365 0.707
H 3.310 -5.655 0.494
H 2.065 -6.874 -1.612
H 2.012 -5.044 -1.432
H -0.218 -6.978 -0.155
H -0.357 -6.561 -1.936
H -1.767 -4.856 -1.050
H -1.009 -4.942 0.624
H 0.007 -3.331 -1.788
H -3.382 -0.277 -6.300
H -3.286 1.454 -0.216
H -3.687 0.202 -1.502
H -5.653 0.425 -0.332
H -6.217 -1.545 0.837
H -4.476 -1.846 1.350
H -4.976 -2.056 -0.435
H -3.630 1.004 2.212
H -2.473 0.833 3.632
H -1.147 2.058 1.369
H -2.817 3.632 0.733
H -3.819 3.172 2.280
H -2.365 4.303 2.386
H 0.475 -1.451 4.107
H -1.164 -0.658 4.286
H -0.338 1.507 4.104
H 1.207 0.696 4.682
H 2.306 2.428 3.983
H 0.937 3.304 3.132
H 2.438 3.189 0.859
H 3.756 2.296 1.935
H 3.269 4.031 2.263
H 2.211 -3.515 0.396
H 3.038 -3.178 1.996
H 3.787 -1.235 1.058
H 2.125 -0.471 1.224
H 4.681 -1.904 -0.853
H 3.954 -1.206 -2.382
H 5.520 0.263 -0.260
H 3.846 1.025 -0.429
H 5.003 0.900 -1.934
C 5.918 0.221 -5.318
C 6.254 1.643 -4.953
O 7.077 1.898 -4.088
C 5.536 2.738 -5.696
H 6.510 -0.459 -4.702
H 4.858 0.030 -5.131
H 6.156 0.040 -6.368
H 4.460 2.659 -5.527
H 5.757 2.670 -6.764
H 5.878 3.709 -5.330
C -7.940 -5.312 0.961
C -7.174 -4.291 1.759
O -7.361 -3.097 1.603
C -6.169 -4.802 2.756
H -8.627 -4.801 0.283
H -7.249 -5.916 0.369
H -8.520 -5.949 1.632
H -5.399 -5.383 2.244
H -6.670 -5.416 3.507
H -5.694 -3.955 3.257
C -1.235 -8.651 3.043
C -0.307 -9.519 2.235
O 0.460 -9.037 1.421
C -0.363 -11.004 2.474
H -1.085 -7.605 2.767
H -2.273 -8.923 2.836
H -1.020 -8.766 4.108
H -1.361 -11.380 2.241
H -0.108 -11.223 3.513
H 0.359 -11.502 1.824
C 6.945 5.200 -2.560
C 5.929 6.303 -2.686
O 4.863 6.120 -3.248
C 6.279 7.641 -2.091
H 6.558 4.295 -3.034
H 7.871 5.488 -3.062
H 7.136 4.988 -1.505
H 7.175 8.038 -2.572
H 6.440 7.538 -1.016
H 5.454 8.338 -2.256
C 4.915 -8.989 -3.992
C 4.862 -8.453 -2.586
O 3.808 -8.122 -2.074
C 6.164 -8.343 -1.838
H 3.905 -9.013 -4.408
H 5.535 -8.340 -4.614
H 5.315 -10.005 -3.988
H 6.839 -7.665 -2.364
H 6.620 -9.330 -1.738
H 5.974 -7.942 -0.839
C -3.896 7.164 1.835
C -2.403 7.345 1.914
O -1.669 6.425 2.233
C -1.852 8.706 1.583
H -4.150 6.135 2.099
H -4.389 7.837 2.538
H -4.241 7.359 0.817
H -2.255 9.448 2.275
H -2.106 8.970 0.554
H -0.764 8.690 1.681
C -8.445 7.565 4.590
C -7.532 6.692 3.772
O -6.762 7.169 2.958
C -7.607 5.205 3.999
H -8.282 8.611 4.321
H -9.487 7.309 4.385
H -8.227 7.438 5.653
H -8.611 4.844 3.767
H -7.352 4.974 5.035
H -6.894 4.702 3.342
C 1.768 7.555 -3.062
C 2.106 8.977 -2.698
O 2.928 9.232 -1.837
C 1.386 10.072 -3.441
H 2.362 6.875 -2.448
H 0.709 7.365 -2.873
H 2.005 7.375 -4.112
H 0.311 9.993 -3.269
H 1.606 10.003 -4.508
H 1.729 11.042 -3.075
```

Atomic partial charges in e from the Mulliken method, atoms 1 to 5: number 1, C, carries -0.91; number 2, C, carries -0.09; number 3, C, carries -0.52; number 4, C, carries -0.18; number 5, N, carries 0.28



Record 2
Computed, not measured: a cluster of 2 separate species, CH4Br2Si in total in a non-equilibrium geometry, with the ωB97M-V functional and the def2-TZVPD basis.

As for the highest occupied orbital energy (spin up / spin down): -9.62 / -9.37 eV. The value obtained for the HOMO-LUMO gap (spin up / spin down) is 7.607 / 6.991 eV. For the energy above the lowest of the compared OMol25 structures with the same formula, charge and spin, the calculation gives 112.81 kcal/mol.

Structure (XYZ):
```
8
CH4Br2Si | the Open Molecules 2025 dataset | the ωB97M-V functional and the def2-TZVPD basis
C 0.237 0.132 -0.890
Si -0.374 -0.731 0.654
Br 1.056 2.509 0.287
Br 1.472 -0.725 -1.880
H -0.308 1.048 -1.129
H -1.321 -1.739 0.106
H -1.432 0.221 1.275
H 0.670 -0.716 1.577
```

Atomic partial charges in e from the Mulliken method, atoms 1 to 5: number 1, C, carries -0.49; number 2, Si, carries 0.45; number 3, Br, carries -0.33; number 4, Br, carries 0.03; number 5, H, carries 0.55



Record 3
Computed, not measured: a cluster of 20 separate species, C60H160O20 in total in a non-equilibrium geometry, with the ωB97M-V functional and the def2-TZVPD basis.

As for the highest occupied orbital energy: -9.34 eV. The value obtained for the HOMO-LUMO gap is 9.676 eV. For the energy above the lowest of the compared OMol25 structures with the same formula, charge and spin, the calculation gives 54.94 kcal/mol.

Structure (XYZ):
```
240
C60H160O20 | the Open Molecules 2025 dataset | the ωB97M-V functional and the def2-TZVPD basis
C -8.009 -2.234 -0.892
C -7.248 -2.956 0.201
C -7.081 -2.095 1.415
O -7.919 -4.213 0.489
H -8.037 -2.728 -1.842
H -7.488 -1.225 -0.992
H -9.088 -2.023 -0.654
H -6.274 -3.279 -0.106
H -6.462 -2.603 2.194
H -8.085 -1.846 1.853
H -6.571 -1.149 1.165
H -8.585 -4.001 1.174
C -3.083 -7.213 0.107
C -3.211 -6.382 1.414
C -2.220 -6.787 2.459
O -2.992 -4.945 1.179
H -2.072 -7.480 -0.057
H -3.489 -6.693 -0.798
H -3.582 -8.235 0.167
H -4.268 -6.444 1.774
H -2.226 -7.837 2.726
H -2.391 -6.229 3.414
H -1.219 -6.473 2.048
H -3.636 -4.689 0.467
C 3.916 -2.437 0.760
C 4.407 -2.576 2.237
C 5.259 -3.827 2.474
O 5.108 -1.399 2.692
H 3.636 -1.402 0.628
H 3.090 -3.154 0.615
H 4.688 -2.617 -0.001
H 3.550 -2.643 2.909
H 6.188 -3.830 1.883
H 4.675 -4.715 2.125
H 5.522 -3.868 3.504
H 5.983 -1.296 2.277
C -1.515 4.131 6.785
C -2.885 3.606 7.108
C -3.504 4.229 8.317
O -3.775 3.853 5.979
H -0.809 3.894 7.576
H -1.480 5.184 6.696
H -1.122 3.693 5.842
H -2.894 2.510 7.222
H -4.481 3.842 8.546
H -3.551 5.338 8.102
H -2.876 4.062 9.180
H -4.453 4.407 6.357
C -2.951 2.303 3.039
C -4.457 2.165 2.837
C -4.733 1.358 1.541
O -4.974 1.427 3.985
H -2.871 2.777 4.035
H -2.409 2.864 2.267
H -2.635 1.231 2.961
H -4.940 3.161 2.752
H -4.236 1.782 0.653
H -5.818 1.192 1.378
H -4.315 0.361 1.648
H -4.868 2.024 4.723
C 3.104 3.276 -2.077
C 3.256 3.163 -3.563
C 4.612 2.722 -3.954
O 2.302 2.296 -4.133
H 3.731 4.059 -1.692
H 3.315 2.315 -1.613
H 2.080 3.555 -1.864
H 2.976 4.144 -4.034
H 5.357 3.343 -3.562
H 4.807 2.599 -5.018
H 4.814 1.740 -3.529
H 2.593 1.928 -5.000
C 0.623 0.554 5.939
C 1.293 0.041 4.651
C 1.958 1.112 3.875
O 2.145 -1.126 4.841
H 0.001 -0.236 6.410
H -0.072 1.410 5.876
H 1.354 0.917 6.658
H 0.510 -0.253 3.953
H 2.765 1.593 4.474
H 1.208 1.860 3.609
H 2.525 0.704 3.056
H 2.935 -0.782 5.290
C -4.442 -2.084 -7.466
C -4.283 -1.222 -6.214
C -2.860 -0.957 -5.885
O -5.022 -0.027 -6.307
H -4.160 -3.110 -7.213
H -3.769 -1.744 -8.255
H -5.506 -2.043 -7.754
H -4.690 -1.690 -5.384
H -2.332 -0.487 -6.687
H -2.387 -1.909 -5.663
H -2.718 -0.287 -5.035
H -4.498 0.766 -6.217
C -2.274 4.064 -2.795
C -1.308 3.548 -3.892
C -0.375 4.559 -4.470
O -0.557 2.522 -3.326
H -2.834 3.281 -2.297
H -2.933 4.813 -3.171
H -1.571 4.536 -2.118
H -2.023 3.212 -4.643
H 0.352 4.860 -3.701
H -0.815 5.461 -4.951
H 0.190 4.122 -5.277
H 0.411 2.643 -3.574
C 1.449 -4.709 2.569
C 0.166 -4.048 1.996
C 0.402 -2.606 1.543
O -0.140 -4.826 0.810
H 2.133 -4.844 1.765
H 1.163 -5.744 2.856
H 1.829 -4.196 3.411
H -0.637 -4.037 2.757
H 0.642 -1.978 2.411
H -0.407 -2.314 0.902
H 1.234 -2.536 0.807
H -1.100 -4.819 0.721
C -1.284 5.637 1.008
C 0.121 5.480 1.438
C 0.309 4.660 2.699
O 0.967 4.955 0.348
H -1.421 6.319 0.191
H -1.945 5.912 1.859
H -1.654 4.709 0.623
H 0.573 6.418 1.655
H 0.226 3.579 2.502
H -0.392 4.972 3.498
H 1.331 4.796 3.101
H 0.610 4.035 0.197
C 2.813 -6.746 -1.305
C 1.359 -6.577 -1.771
C 1.017 -7.139 -3.070
O 0.479 -7.282 -0.835
H 2.984 -7.815 -1.301
H 2.856 -6.247 -0.339
H 3.564 -6.237 -1.983
H 1.025 -5.506 -1.864
H -0.061 -7.133 -3.091
H 1.399 -8.190 -3.187
H 1.418 -6.601 -3.891
H 0.323 -6.719 -0.043
C 1.319 -2.989 -2.389
C 1.344 -1.770 -3.340
C 2.326 -2.009 -4.491
O -0.038 -1.693 -3.844
H 1.150 -3.921 -2.967
H 0.586 -2.870 -1.568
H 2.324 -2.989 -1.910
H 1.588 -0.779 -2.871
H 3.353 -1.840 -4.133
H 2.136 -1.296 -5.289
H 2.279 -3.009 -4.913
H -0.131 -0.885 -4.320
C -6.080 2.134 -2.016
C -6.211 3.581 -2.462
C -7.387 3.863 -3.321
O -5.924 4.457 -1.341
H -6.375 1.484 -2.866
H -6.845 1.936 -1.221
H -5.073 1.968 -1.613
H -5.248 3.730 -3.084
H -7.288 4.718 -3.990
H -8.254 3.949 -2.712
H -7.447 3.080 -4.038
H -6.487 4.166 -0.600
C 5.763 1.159 0.250
C 7.094 0.559 0.780
C 7.417 1.046 2.168
O 6.951 -0.869 0.666
H 5.864 2.244 0.012
H 4.914 1.118 0.965
H 5.438 0.672 -0.645
H 7.783 0.845 0.009
H 6.735 0.570 2.872
H 7.266 2.141 2.319
H 8.395 0.770 2.525
H 7.805 -1.195 0.401
C 1.753 0.651 -8.838
C 1.574 1.364 -7.503
C 0.168 1.088 -7.011
O 2.551 0.985 -6.533
H 1.504 -0.375 -8.844
H 2.769 0.756 -9.089
H 1.173 1.175 -9.609
H 1.701 2.422 -7.619
H -0.621 1.533 -7.623
H 0.072 1.394 -5.945
H -0.023 0.016 -7.051
H 2.669 0.040 -6.650
C 7.236 -0.612 5.603
C 5.872 -0.969 6.240
C 5.685 -0.334 7.626
O 4.811 -0.404 5.413
H 7.132 0.413 5.337
H 7.429 -1.228 4.749
H 8.049 -0.708 6.326
H 5.719 -2.080 6.332
H 4.743 -0.696 8.154
H 5.578 0.734 7.476
H 6.538 -0.505 8.237
H 4.993 -0.693 4.518
C 4.209 4.338 2.860
C 4.004 5.722 2.166
C 5.222 6.616 2.119
O 3.582 5.539 0.801
H 5.019 3.798 2.337
H 3.328 3.740 2.920
H 4.589 4.453 3.855
H 3.224 6.252 2.708
H 5.135 7.497 1.517
H 5.994 6.022 1.661
H 5.569 6.917 3.110
H 2.634 5.378 0.628
C 0.939 1.268 0.949
C 0.466 1.307 -0.461
C -0.452 0.288 -0.947
O -0.106 2.612 -0.581
H 1.521 0.316 1.072
H 0.025 1.287 1.535
H 1.594 2.069 1.173
H 1.376 1.345 -1.103
H -1.298 0.348 -0.278
H -0.036 -0.721 -0.909
H -0.801 0.433 -1.965
H -0.352 2.735 -1.486
C -3.270 -2.245 -1.248
C -3.457 -3.402 -2.151
C -2.153 -3.964 -2.735
O -4.167 -4.356 -1.427
H -2.740 -2.476 -0.300
H -4.234 -1.773 -0.949
H -2.700 -1.490 -1.779
H -4.129 -3.071 -3.005
H -1.737 -3.175 -3.279
H -2.315 -4.825 -3.367
H -1.421 -4.124 -1.939
H -4.556 -4.969 -2.043
```

Atomic partial charges in e from the Mulliken method, atoms 1 to 5: number 1, C, carries -0.99; number 2, C, carries 1.57; number 3, C, carries -0.89; number 4, O, carries -0.60; number 5, H, carries 0.37



Question: Which formula does entry 2 have?
Answer: CH4Br2Si



Question: Which formula does entry 1 have?
Answer: C46H89ClN4O14P